No. 1
Formula: C16H26IrN4O6S2
Source: OMol25
Level of theory: ωB97M-V with the def2-TZVPD basis set

XYZ file:
```
55
Properties=species:S:1:pos:R:3:lowdin_charge:R:1
Ir 0.291 0.262 -0.002 1.44
C 1.253 -0.464 2.855 -0.03
O 0.174 -0.645 1.904 -0.36
C -0.188 -2.053 1.851 -0.14
C -1.298 -2.304 0.859 -0.19
O -0.842 -2.278 -0.483 -0.26
C -0.237 -3.494 -0.904 -0.08
H 0.910 -0.847 3.814 0.11
H 1.457 0.599 2.928 0.09
H 2.146 -0.994 2.529 0.09
H -0.496 -2.329 2.861 0.14
H 0.701 -2.624 1.574 0.13
H -2.071 -1.540 0.948 0.12
H -1.745 -3.278 1.083 0.14
H -0.837 -4.354 -0.597 0.10
H 0.779 -3.596 -0.513 0.09
H -0.203 -3.472 -1.992 0.08
C 3.961 0.240 -1.527 -0.12
S 3.128 -0.363 -0.106 0.47
O 4.094 -0.973 0.749 -0.26
O 2.018 -1.281 -0.539 -0.42
O 2.386 0.793 0.472 -0.43
H 4.483 -0.590 -1.998 0.09
H 4.680 0.980 -1.180 0.08
H 3.235 0.706 -2.189 0.05
N -3.672 0.087 -4.403 0.13
C -3.318 0.643 -3.454 -0.38
N -2.919 1.346 -2.412 0.12
C -2.229 0.958 -1.447 -0.32
N -1.608 0.696 -0.478 -0.03
C -0.561 4.143 2.637 -0.02
C -1.437 3.071 2.643 -0.02
C -1.165 1.975 1.853 -0.10
N -0.061 1.908 1.085 -0.11
C 0.794 2.944 1.081 -0.08
C 0.570 4.072 1.843 -0.02
H -0.759 5.021 3.238 0.12
H -2.332 3.075 3.247 0.12
H -1.824 1.124 1.822 0.11
H 1.667 2.847 0.457 0.11
H 1.284 4.882 1.802 0.12
O 0.639 0.732 -1.949 -0.63
S 0.020 -0.293 -2.977 1.06
C 1.391 -1.267 -3.644 -0.29
C 1.302 -1.107 -5.159 -0.21
C 0.997 0.371 -5.394 -0.20
C -0.175 0.699 -4.475 -0.28
H 1.307 -2.284 -3.269 0.09
H 2.295 -0.818 -3.244 0.07
H 0.501 -1.729 -5.566 0.13
H 2.234 -1.421 -5.627 0.13
H 0.739 0.581 -6.430 0.13
H 1.866 0.979 -5.135 0.12
H -1.137 0.406 -4.901 0.08
H -0.247 1.735 -4.145 0.11
```

Properties
ΔE to the lowest compared entry with this formula, charge and spin: 1.925 eV
Charge: +1
Gap between HOMO and LUMO: 8.16 eV
E: -2196.1357 Eh
Max |F|: 2.39 eV/A

=====

No. 2
Formula: C16H26N2O5S5
Source: OMol25
Level of theory: ωB97M-V with the def2-TZVPD basis set

XYZ file:
```
54
Properties=species:S:1:pos:R:3:lowdin_charge:R:1
C -1.294 -0.593 0.222 0.13
C -0.178 -0.682 -0.217 -0.12
C 1.093 -0.765 -0.959 -0.19
C 2.247 -0.251 -0.135 -0.19
C 2.731 1.029 -0.211 -0.43
S 1.932 2.205 -1.306 0.86
C 3.861 1.482 0.587 -0.19
C 4.409 2.870 0.376 -0.21
O 3.499 3.869 0.797 -0.16
O 3.768 5.027 0.008 -0.05
C 4.454 0.659 1.489 0.04
C 3.990 -0.683 1.617 -0.35
N 4.474 -1.637 2.416 -0.22
S 3.581 -2.956 2.112 1.00
N 2.574 -2.400 0.982 -0.22
C 2.905 -1.112 0.798 -0.31
H -2.243 -0.450 0.707 -0.01
H 1.273 -1.816 -1.198 0.11
H 1.034 -0.206 -1.887 0.08
H 0.905 2.626 -0.542 -0.08
H 4.588 3.014 -0.692 0.11
H 5.386 2.962 0.862 0.13
H 3.307 4.874 -0.837 0.02
H 5.285 1.014 2.083 0.12
C -4.900 -1.958 3.563 -0.27
S -5.200 -1.215 1.960 0.81
O -3.999 -0.396 1.627 -0.56
C -6.475 -0.081 2.520 -0.26
H -4.096 -2.681 3.458 0.04
H -4.610 -1.180 4.271 0.06
H -5.799 -2.473 3.897 0.06
H -6.076 0.557 3.308 0.06
H -7.327 -0.653 2.886 0.06
H -6.780 0.529 1.672 0.05
C 3.675 3.491 -4.586 -0.27
S 4.223 4.918 -3.641 0.83
O 3.098 5.297 -2.742 -0.55
C 4.201 6.075 -5.016 -0.26
H 3.576 2.653 -3.898 0.02
H 2.710 3.705 -5.045 0.06
H 4.419 3.256 -5.347 0.06
H 3.200 6.112 -5.446 0.06
H 4.928 5.759 -5.763 0.05
H 4.473 7.055 -4.631 0.05
C -4.880 -7.008 1.179 -0.27
S -4.253 -5.498 1.923 0.81
O -5.308 -4.992 2.843 -0.56
C -4.334 -4.508 0.426 -0.27
H -4.949 -7.763 1.959 0.05
H -5.868 -6.824 0.756 0.06
H -4.189 -7.343 0.405 0.05
H -5.358 -4.493 0.049 0.06
H -3.661 -4.928 -0.321 0.06
H -4.020 -3.493 0.663 0.02
```

Properties
Gap between HOMO and LUMO: 8.45 eV
E: -3101.6644 Eh
Max |F|: 0.75 eV/A

=====

No. 3
Formula: C16H26N4O2S
Source: OMol25
Level of theory: ωB97M-V with the def2-TZVPD basis set

XYZ file:
```
49
Properties=species:S:1:pos:R:3:lowdin_charge:R:1
C 0.532 -4.910 -2.313 -0.08
C -0.289 -3.749 -2.885 -0.44
C -0.554 -3.945 -4.375 -0.08
C 0.429 -2.467 -2.646 -0.57
N 0.899 -1.704 -3.563 0.00
N 1.518 -0.617 -3.114 0.01
C 1.526 -0.538 -1.826 -0.57
N 2.105 0.492 -1.137 0.12
C 2.080 0.557 0.226 -0.50
O 1.615 -0.340 0.897 0.00
C 2.665 1.818 0.828 -0.09
C 1.627 2.350 1.821 -0.09
C 0.316 2.540 1.061 -0.44
O 0.313 2.599 -0.158 0.06
N -0.818 2.647 1.784 -0.04
C -2.089 2.525 1.096 -0.11
C -2.637 1.104 1.275 -0.35
C -3.980 0.953 0.570 -0.07
C -2.752 0.790 2.769 -0.14
C -1.416 1.002 3.484 -0.35
C -1.539 0.753 4.983 -0.07
C -0.938 2.435 3.207 -0.13
S 0.735 -1.865 -1.014 1.14
H 0.704 -4.769 -1.248 0.06
H 1.494 -4.970 -2.817 0.09
H 0.003 -5.848 -2.461 0.08
H -1.244 -3.705 -2.348 0.13
H 0.386 -3.982 -4.917 0.08
H -1.097 -4.873 -4.538 0.08
H -1.138 -3.117 -4.767 0.08
H 2.391 1.287 -1.690 0.16
H 2.870 2.556 0.055 0.12
H 3.590 1.568 1.352 0.13
H 1.498 1.609 2.609 0.11
H 1.952 3.296 2.258 0.13
H -1.923 2.744 0.041 0.13
H -2.788 3.258 1.512 0.14
H -1.917 0.410 0.827 0.15
H -3.878 1.160 -0.492 0.08
H -4.359 -0.060 0.689 0.08
H -4.710 1.643 0.988 0.08
H -3.081 -0.242 2.903 0.12
H -3.508 1.442 3.217 0.13
H -0.681 0.308 3.063 0.14
H -1.878 -0.263 5.170 0.08
H -0.580 0.890 5.477 0.08
H -2.256 1.441 5.427 0.08
H 0.005 2.642 3.711 0.12
H -1.683 3.144 3.587 0.14
```

Properties
ΔE to the lowest compared entry with this formula, charge and spin: 1.069 eV
Gap between HOMO and LUMO: 9.44 eV
E: -1393.0229 Eh
Max |F|: 1.76 eV/A
SMILES: CC(C)c1nnc(NC(=O)CCC(=O)N2C[C@H](C)C[C@H](C)C2)s1